Entry 1:
Molecular formula: C26H50N2O3P2Sn
Method: DFT, ωB97M-V/def2-TZVPD

```
! RIJCOSX wB97M-V def2-TZVPD def2/J DEFGRID3
* xyz 4 1
Sn 0.11 0.24 0.31
C 2.28 -0.47 -0.59
O 3.43 -0.37 -0.62
C -2.36 0.33 0.56
O -3.30 0.83 1.00
P 0.12 2.52 -1.12
C -0.30 2.33 -2.92
H -0.31 3.36 -3.31
C -1.25 3.64 -0.54
H -2.14 3.00 -0.65
C 1.78 3.35 -1.19
H 2.37 2.63 -1.78
C 1.52 -3.42 1.09
P 0.03 -2.52 0.45
H -0.58 -4.14 -1.19
H 2.27 -3.29 0.29
C -1.46 -3.38 1.18
H -1.22 -4.45 1.08
C -1.13 3.99 0.95
H -1.99 4.62 1.24
H -0.21 4.56 1.17
H -1.15 3.11 1.60
C -1.49 4.90 -1.38
H -0.65 5.60 -1.31
H -2.38 5.41 -0.98
H -1.69 4.68 -2.43
C 1.80 4.68 -1.94
H 1.36 4.60 -2.95
H 2.84 4.98 -2.08
H 1.29 5.48 -1.40
C 2.47 3.46 0.18
H 3.50 3.82 0.02
H 2.55 2.49 0.69
H 1.97 4.16 0.86
C 0.77 1.54 -3.69
H 1.74 2.05 -3.70
H 0.43 1.43 -4.73
H 0.90 0.53 -3.28
C -1.69 1.72 -3.12
H -1.76 0.71 -2.68
H -1.88 1.62 -4.20
H -2.49 2.33 -2.69
C 1.26 -4.91 1.26
H 0.88 -5.38 0.34
H 0.56 -5.12 2.08
H 2.21 -5.41 1.50
C 2.15 -2.81 2.35
H 1.48 -2.83 3.21
C -0.94 -2.28 -2.22
H 2.47 -1.77 2.19
H 3.05 -3.39 2.61
C 1.30 -3.40 -1.94
H -0.43 -1.33 -2.44
H -1.08 -2.79 -3.19
H -1.93 -2.05 -1.82
C -0.08 -3.17 -1.31
H 1.18 -3.54 -3.03
H 1.79 -4.29 -1.55
H 1.95 -2.53 -1.79
C -2.73 -3.10 0.37
H -2.90 -2.02 0.27
H -3.60 -3.53 0.89
H -2.69 -3.56 -0.63
C -1.69 -3.10 2.67
H -2.07 -2.08 2.82
H -0.80 -3.24 3.28
H -2.47 -3.78 3.05
H -0.13 -1.63 -4.82
H -0.17 -0.94 -5.12
N 2.04 3.65 6.22
C 1.72 3.53 4.90
O 1.81 4.46 4.10
C 1.23 2.16 4.50
C 1.09 1.07 5.37
C 0.61 -0.13 4.85
C 0.27 -0.20 3.50
N 0.48 0.81 2.63
C 0.89 2.00 3.15
H 2.47 4.51 6.50
H 1.94 2.90 6.89
H 1.34 1.13 6.43
H 0.48 -1.02 5.47
H -0.18 -1.11 3.10
H 0.93 2.83 2.45
*
```

Results
LUMO level   -15.15 eV
E_HOMO   -19.611 eV
Relative energy (zero: lowest compared OMol25 entry of this formula, charge and spin)   0.0 kJ/mol
Kohn-Sham gap   0.1638 Eh



Entry 2:
Molecular formula: C26H50N5O10
Method: DFT, ωB97M-V/def2-TZVPD

```
! RIJCOSX wB97M-V def2-TZVPD def2/J DEFGRID3
* xyz -2 2
N 19.01 12.99 -13.04
H 19.50 13.85 -13.22
H 19.63 12.34 -12.58
H 18.59 12.55 -13.85
H 18.23 13.16 -12.42
N 20.46 16.38 -11.08
H 19.85 15.66 -10.72
H 21.20 16.78 -10.52
H 19.80 17.13 -11.25
H 20.78 16.04 -11.98
N 17.98 15.29 -15.92
H 17.55 16.10 -15.49
H 17.63 15.48 -16.85
H 17.70 14.37 -15.60
H 18.95 15.53 -16.05
C 15.36 9.45 -15.42
C 14.88 9.60 -16.69
C 15.25 10.88 -17.40
O 15.07 11.05 -18.68
C 15.98 11.91 -16.86
C 16.61 11.88 -15.54
C 16.30 10.49 -14.72
O 16.67 10.33 -13.55
O 17.20 12.80 -15.00
O 14.08 8.70 -17.13
H 15.20 8.54 -14.86
H 16.33 12.75 -17.45
C 15.58 13.09 -9.37
C 16.75 13.36 -10.17
C 17.44 14.68 -9.74
O 18.57 14.89 -10.14
C 16.78 15.66 -9.01
C 15.58 15.45 -8.53
C 14.94 14.10 -8.66
O 13.90 13.80 -7.94
O 14.96 16.48 -7.98
O 17.09 12.60 -11.11
H 15.27 12.06 -9.41
H 17.25 16.62 -9.12
O 20.51 15.34 -13.63
C 21.61 15.06 -14.49
C 21.30 14.85 -16.01
O 20.65 15.83 -16.77
H 22.11 14.20 -14.04
H 22.36 15.84 -14.36
H 20.70 13.96 -16.19
H 22.22 14.64 -16.55
C 12.93 16.57 -15.14
C 12.96 16.49 -13.61
N 14.25 16.70 -12.97
C 14.09 16.76 -11.48
C 13.61 18.16 -11.13
C 15.17 15.66 -13.27
C 16.69 15.96 -12.99
H 13.47 15.76 -15.64
H 13.49 17.44 -15.49
H 11.94 16.68 -15.57
H 12.20 17.04 -13.05
H 12.57 15.51 -13.36
H 13.38 15.97 -11.21
H 15.00 16.63 -10.90
H 12.80 18.64 -11.69
H 13.22 17.96 -10.13
H 14.42 18.88 -11.05
H 15.17 15.38 -14.33
H 14.76 14.76 -12.82
H 17.20 15.00 -13.05
H 16.98 16.30 -11.99
H 17.16 16.65 -13.69
C 20.82 10.28 -14.25
C 20.32 10.12 -12.82
N 20.85 11.20 -11.93
C 22.26 11.36 -11.95
C 22.99 10.14 -11.35
C 20.19 11.10 -10.67
C 20.48 12.34 -9.79
H 20.78 11.23 -14.77
H 20.25 9.64 -14.92
H 21.85 9.95 -14.38
H 19.23 10.18 -12.92
H 20.42 9.08 -12.49
H 22.60 11.42 -12.99
H 22.55 12.23 -11.37
H 23.16 10.19 -10.27
H 22.44 9.24 -11.63
H 24.01 10.07 -11.71
H 20.60 10.30 -10.05
H 19.12 10.99 -10.80
H 20.55 13.21 -10.43
H 21.34 12.35 -9.13
H 19.68 12.44 -9.06
*
```

Results
LUMO level (spin up / spin down)   3.43 / 1.62 eV
E_HOMO (spin up / spin down)   -1.874 / -1.874 eV
Kohn-Sham gap (spin up / spin down)   0.1950 / 0.1283 Eh
Expectation value of S²   0.782



Entry 3:
Molecular formula: C26H51BNO7
Method: DFT, ωB97M-V/def2-TZVPD

```
! RIJCOSX wB97M-V def2-TZVPD def2/J DEFGRID3
* xyz -1 1
C 4.49 -0.44 0.02
O 3.14 -0.68 -0.29
C 2.86 -0.56 -1.68
C 1.35 -0.61 -1.91
C 0.66 0.77 -1.91
C -0.61 0.83 -2.79
C -1.83 1.38 -2.04
C -2.81 2.19 -2.90
C -3.62 3.20 -2.08
C -4.37 2.45 -0.98
C -5.39 3.24 -0.17
C -6.36 2.32 0.57
C -5.65 1.33 1.50
C -4.97 0.13 0.85
C -5.28 -1.26 1.42
O -4.27 -2.07 0.88
B -3.22 -1.15 0.29
C -1.70 -1.55 0.68
C -0.97 -2.65 -0.11
C -1.15 -2.64 -1.63
C -2.37 -3.43 -2.12
N -2.19 -3.93 -3.50
O -3.57 0.18 0.90
H 5.17 -0.93 -0.69
H 4.67 -0.84 1.01
H 4.73 0.64 0.02
H 3.28 0.39 -2.05
H 3.37 -1.38 -2.22
H 0.93 -1.21 -1.10
H 1.15 -1.14 -2.84
H 1.38 1.54 -2.21
H 0.37 1.01 -0.89
H -0.83 -0.18 -3.13
H -0.42 1.43 -3.68
H -2.38 0.53 -1.61
H -1.51 1.99 -1.20
H -2.28 2.68 -3.73
H -3.53 1.50 -3.36
H -4.31 3.74 -2.73
H -2.94 3.94 -1.63
H -3.63 2.02 -0.29
H -4.87 1.58 -1.43
H -5.95 3.91 -0.84
H -4.89 3.87 0.57
H -6.97 1.77 -0.16
H -7.05 2.92 1.17
H -6.35 0.98 2.28
H -4.85 1.87 2.03
H -5.28 0.06 -0.22
H -6.29 -1.61 1.16
H -5.19 -1.21 2.53
H -3.40 -1.04 -0.95
H -1.09 -0.64 0.66
H -1.73 -1.87 1.74
H -1.27 -3.64 0.27
H 0.11 -2.58 0.09
H -1.23 -1.61 -1.98
H -0.27 -3.08 -2.12
H -3.25 -2.79 -2.09
H -2.57 -4.25 -1.42
H -3.05 -3.82 -4.03
H -1.98 -4.92 -3.51
O 8.27 -2.10 0.09
C 8.14 -1.93 1.27
O 7.41 -0.90 1.77
C 7.51 -0.87 3.20
C 7.90 -2.29 3.61
C 8.73 -2.73 2.41
H 8.26 -0.13 3.48
H 6.54 -0.55 3.59
H 8.43 -2.31 4.56
H 7.01 -2.91 3.70
H 9.78 -2.45 2.50
H 8.68 -3.79 2.18
O 0.48 3.38 0.28
C 1.19 2.91 1.11
O 0.90 2.94 2.44
C 1.95 2.34 3.20
C 2.68 1.42 2.22
C 2.50 2.17 0.91
H 2.60 3.13 3.58
H 1.49 1.81 4.04
H 3.72 1.25 2.50
H 2.18 0.46 2.16
H 3.28 2.92 0.73
H 2.42 1.53 0.03
*
```

Results
LUMO level   1.83 eV
E_HOMO   -4.116 eV
Kohn-Sham gap   0.2185 Eh



Entry 4:
Molecular formula: C26H51BrNO8
Method: DFT, ωB97M-V/def2-TZVPD

```
! RIJCOSX wB97M-V def2-TZVPD def2/J DEFGRID3
* xyz 1 1
C -2.92 -2.62 0.91
C -3.70 -1.57 0.92
N -4.01 -0.77 -0.29
C -2.77 -0.56 -1.12
C -5.03 -1.54 -1.14
C -6.29 -1.97 -0.40
C -7.28 -0.86 -0.04
O -7.15 -0.48 1.32
C -4.50 0.56 0.21
C -4.97 1.54 -0.84
O -5.03 1.39 -2.01
Br -5.52 3.17 0.03
H -2.31 -2.92 0.07
H -2.84 -3.19 1.82
H -4.17 -1.19 1.82
H -2.46 -1.51 -1.54
H -2.00 -0.16 -0.47
H -3.01 0.12 -1.93
H -5.27 -0.91 -1.99
H -4.48 -2.40 -1.49
H -6.78 -2.69 -1.05
H -6.02 -2.51 0.51
H -7.09 0.04 -0.64
H -8.30 -1.17 -0.27
H -7.90 -0.79 1.83
H -5.31 0.40 0.92
H -3.68 1.01 0.77
C 0.67 -4.26 1.14
C 0.47 -4.06 -0.34
O 0.05 -3.02 -0.79
C 0.83 -5.22 -1.24
H 0.38 -3.37 1.68
H 0.08 -5.12 1.49
H 1.72 -4.49 1.34
H 0.24 -6.10 -0.97
H 1.88 -5.48 -1.10
H 0.65 -4.95 -2.28
C -2.23 1.98 -4.43
C -0.99 1.37 -5.03
O -0.94 0.19 -5.27
C 0.17 2.29 -5.30
H -2.98 1.20 -4.31
H -2.00 2.43 -3.46
H -2.63 2.77 -5.06
H 0.50 2.75 -4.37
H -0.12 3.09 -5.99
H 1.00 1.73 -5.72
C 0.34 0.59 2.54
C -1.09 1.01 2.73
O -1.96 0.62 1.97
C -1.41 1.90 3.89
H 0.42 -0.04 1.65
H 0.98 1.46 2.42
H 0.68 0.04 3.41
H -0.83 2.83 3.81
H -1.10 1.42 4.82
H -2.47 2.13 3.93
C 2.72 -0.10 -1.73
C 2.38 0.02 -3.19
O 2.61 1.03 -3.81
C 1.75 -1.19 -3.83
H 3.20 0.82 -1.39
H 1.82 -0.29 -1.14
H 3.40 -0.94 -1.56
H 0.82 -1.45 -3.33
H 2.43 -2.04 -3.72
H 1.56 -1.02 -4.89
C 4.24 0.27 1.69
C 5.42 -0.49 1.14
O 5.31 -1.66 0.85
C 6.72 0.25 0.93
H 3.40 -0.42 1.74
H 4.46 0.67 2.69
H 3.99 1.11 1.04
H 7.09 0.65 1.87
H 6.56 1.09 0.25
H 7.43 -0.44 0.49
C 5.10 4.17 4.31
C 6.25 3.39 3.71
O 6.13 2.23 3.38
C 7.55 4.13 3.55
H 4.22 3.54 4.38
H 5.37 4.53 5.30
H 4.89 5.05 3.69
H 7.90 4.49 4.52
H 7.41 5.00 2.91
H 8.30 3.47 3.11
*
```

Results
LUMO level   -2.29 eV
E_HOMO   -10.966 eV
Relative energy (zero: lowest compared OMol25 entry of this formula, charge and spin)   0.0 kJ/mol
Kohn-Sham gap   0.3189 Eh